The following is a quantum chemistry calculation of C38H33BCl3F5InN6O3SSbSi as an isolated structure at a distorted geometry, from the Open Molecules 2025 dataset.

```
93
Properties=species:S:1:pos:R:3:lowdin_charge:R:1
In 6.695 -18.674 15.789 0.380
O 9.915 -18.247 17.245 0.059
C 11.164 -17.806 16.992 -0.200
C 12.043 -17.414 18.037 0.009
C 13.298 -16.917 17.724 -0.075
C 13.852 -17.188 16.457 -0.107
C 13.083 -17.722 15.438 -0.032
C 11.693 -18.010 15.698 -0.063
C 10.870 -18.448 14.552 -0.243
N 9.588 -18.153 14.250 0.091
C 9.354 -18.741 13.028 -0.161
C 10.427 -19.533 12.645 -0.100
N 11.382 -19.308 13.577 0.085
H 11.604 -17.404 19.038 0.118
H 13.924 -16.403 18.468 0.109
H 14.873 -16.873 16.285 0.094
H 13.489 -17.987 14.439 0.111
H 8.411 -18.655 12.507 0.081
H 10.568 -20.257 11.876 0.101
H 12.316 -19.695 13.620 0.148
F 8.698 -9.011 17.720 0.054
C 8.612 -10.231 17.151 -0.273
C 7.650 -10.541 16.189 -0.008
C 7.468 -11.886 15.832 -0.116
C 8.307 -12.879 16.324 -0.445
C 9.359 -12.583 17.192 -0.130
C 9.481 -11.239 17.615 -0.014
Sb 8.006 -14.921 15.809 1.479
C 6.016 -14.963 16.725 -0.384
C 5.910 -14.391 17.970 -0.160
C 4.688 -14.251 18.621 0.003
C 3.574 -14.873 18.044 -0.243
F 2.345 -14.713 18.658 0.020
C 3.617 -15.471 16.792 -0.025
C 4.857 -15.529 16.129 -0.148
C 7.616 -14.555 13.697 -0.378
C 6.397 -14.475 13.031 -0.123
C 6.401 -14.476 11.635 -0.016
C 7.609 -14.605 10.923 -0.271
F 7.600 -14.606 9.560 0.036
C 8.829 -14.650 11.554 -0.007
C 8.821 -14.554 12.969 -0.134
H 7.002 -9.774 15.759 0.117
H 6.657 -12.154 15.135 0.106
H 10.086 -13.343 17.537 0.101
H 10.214 -10.954 18.365 0.110
H 6.818 -14.041 18.448 0.095
H 4.643 -13.729 19.558 0.114
H 2.705 -15.904 16.330 0.115
H 4.963 -15.984 15.134 0.063
H 5.409 -14.462 13.507 0.097
H 5.448 -14.416 11.101 0.116
H 9.785 -14.604 11.037 0.119
H 9.772 -14.487 13.487 0.088
O 7.641 -24.503 10.410 -0.054
C 8.659 -25.097 11.246 -0.218
N 8.966 -24.408 12.486 0.094
C 8.532 -23.142 12.776 -0.391
O 8.200 -22.362 11.859 0.027
C 8.291 -22.833 14.187 -0.109
C 8.327 -23.699 15.277 0.001
C 7.731 -23.299 16.466 -0.029
C 7.172 -22.012 16.585 -0.086
N 7.194 -21.137 15.523 -0.008
C 7.667 -21.593 14.334 -0.052
H 7.815 -23.552 10.525 0.052
H 9.527 -25.296 10.593 0.125
H 8.253 -26.059 11.564 0.123
H 9.318 -25.003 13.225 0.128
H 8.836 -24.666 15.229 0.116
H 7.729 -23.954 17.343 0.117
H 6.701 -21.716 17.499 0.073
H 7.622 -21.023 13.425 0.090
Cl 5.320 -19.198 17.916 -0.067
Si 7.588 -18.760 19.262 -0.101
Cl 7.464 -20.354 20.567 0.274
Cl 7.231 -17.041 20.304 0.290
F 10.177 -18.788 19.545 0.076
B 9.558 -19.079 18.325 -1.196
F 9.495 -20.391 17.978 0.140
C 3.048 -18.943 11.045 -0.039
N 2.738 -18.705 12.450 -0.108
C 1.472 -18.542 13.043 -0.062
C 1.617 -18.371 14.342 -0.076
N 2.991 -18.466 14.608 0.077
C 3.692 -18.616 13.459 -0.745
S 5.357 -18.732 13.236 0.562
H 2.920 -18.054 10.396 0.104
H 2.525 -19.801 10.648 0.087
H 4.118 -19.218 10.999 0.051
H 0.604 -18.523 12.428 0.119
H 0.848 -18.222 15.110 0.132
H 3.424 -18.369 15.529 0.121
```

Properties
relative energy (zero: lowest compared OMol25 entry of this formula, charge and spin) = 0.0 kcal per mole
HOMO level = -6.98 eV
E_LUMO = -0.431 eV
max |F| = 2.624 eV/A

***

The following is a quantum chemistry calculation of a 2-piece molecular cluster, C7H9N3O2 overall, from the Open Molecules 2025 dataset.

```
21
Properties=species:S:1:pos:R:3:lowdin_charge:R:1
C -1.884 -0.472 0.712 -0.541
C -3.623 -0.744 -0.750 -0.109
C -2.652 -0.093 -1.408 -0.105
C 0.556 3.145 0.022 -0.096
C 1.334 1.908 0.123 -0.091
C 1.976 0.898 0.192 -0.015
C 2.730 -0.319 0.327 -0.173
H -3.652 -1.446 1.284 0.152
H -4.602 -1.068 -1.076 0.109
H -2.619 0.263 -2.429 0.110
H -0.708 0.528 -0.706 0.123
H -0.132 3.102 -0.829 0.074
H 1.225 4.010 -0.114 0.084
H -0.035 3.307 0.935 0.087
H 2.736 -0.811 1.305 0.122
H 3.919 -2.228 0.507 0.088
N -3.158 -0.977 0.545 0.107
N -1.592 0.074 -0.520 0.118
N 3.367 -0.797 -0.669 -0.010
O -1.181 -0.502 1.715 0.018
O 4.048 -1.960 -0.424 -0.055
```

Properties
relative energy (zero: lowest compared OMol25 entry of this formula, charge and spin) = 89.0 kcal per mole
SMILES = O=c1[nH]cc[nH]1.CC#C/C=N/O
HOMO level = -8.15 eV
E_LUMO = 0.752 eV
max |F| = 0.548 eV/A

***

The following is a quantum chemistry calculation of a 8-piece molecular cluster, C20H51BF4N2O5 overall at a distorted geometry, from the Open Molecules 2025 dataset.

```
83
Properties=species:S:1:pos:R:3:lowdin_charge:R:1
C 34.057 -29.192 94.682 -0.013
C 33.886 -27.943 95.555 -0.147
C 33.312 -26.741 94.795 -0.134
N 32.778 -25.619 95.565 -0.228
C 34.024 -24.953 96.295 0.076
C 31.791 -25.938 96.576 -0.133
C 30.433 -26.009 95.849 -0.076
C 30.610 -25.063 94.522 -0.051
C 32.088 -24.677 94.697 -0.124
H 34.534 -29.824 94.959 -0.073
H 34.470 -29.245 93.538 0.167
H 33.186 -29.491 94.520 0.012
H 34.976 -27.598 95.806 0.136
H 33.420 -28.083 96.551 0.109
H 32.478 -27.178 94.381 0.108
H 34.030 -26.421 93.992 0.158
H 34.598 -25.617 96.648 0.008
H 33.800 -24.121 96.940 0.108
H 34.778 -24.459 95.700 0.114
H 31.579 -25.199 97.464 0.169
H 31.790 -26.983 97.220 0.187
H 29.871 -25.390 96.476 0.091
H 29.844 -26.692 95.825 0.011
H 29.961 -24.108 94.408 0.159
H 30.353 -25.719 93.836 0.031
H 32.034 -23.522 95.124 0.201
H 32.487 -24.602 93.744 0.104
B 32.193 -27.717 91.371 -1.456
F 32.128 -27.668 90.003 0.159
F 32.531 -26.520 91.835 0.203
F 30.955 -27.936 91.933 0.160
F 33.117 -28.663 91.757 0.143
C 29.511 -28.064 88.405 -0.038
C 28.026 -27.802 88.766 -0.240
N 26.992 -27.534 89.046 0.144
H 29.828 -29.021 88.795 0.033
H 29.661 -28.336 87.212 0.144
H 30.233 -27.340 88.724 0.037
C 29.657 -32.168 91.103 0.001
C 30.674 -31.136 90.736 -0.301
O 31.725 -31.073 91.652 -0.030
H 28.932 -32.163 90.576 -0.031
H 29.250 -32.158 91.990 0.032
H 30.370 -33.107 90.999 0.148
H 30.327 -30.228 90.733 0.043
H 31.156 -31.192 89.811 0.088
H 32.307 -30.376 91.645 0.000
C 37.493 -25.980 91.491 -0.145
C 36.185 -26.296 91.934 -0.429
O 36.088 -27.652 91.944 -0.059
H 38.223 -25.785 92.300 0.086
H 37.546 -24.960 91.228 0.056
H 37.975 -26.550 90.617 0.125
H 35.420 -25.963 91.087 0.170
H 36.200 -25.778 92.904 0.110
H 35.105 -27.746 91.934 0.065
C 31.696 -22.576 88.678 -0.114
C 31.774 -24.080 88.886 -0.282
O 31.366 -24.283 90.281 -0.014
H 30.645 -22.241 88.958 0.105
H 32.216 -22.503 87.785 0.034
H 32.445 -22.092 89.463 0.109
H 32.795 -24.489 88.606 0.139
H 30.965 -24.415 88.227 0.107
H 31.547 -25.078 90.377 -0.109
C 34.627 -30.736 87.458 -0.074
C 33.672 -30.287 88.573 -0.329
O 32.928 -29.164 88.058 -0.110
H 34.961 -31.600 87.741 -0.012
H 35.424 -29.892 87.481 0.118
H 33.963 -30.912 86.544 0.107
H 34.333 -30.187 89.494 0.136
H 32.896 -30.939 88.779 0.061
H 32.778 -28.751 88.964 0.053
C 25.840 -27.168 92.260 -0.049
C 27.269 -27.802 92.377 -0.289
O 28.233 -26.797 92.117 -0.058
H 25.742 -26.418 92.922 0.029
H 24.989 -27.685 92.491 0.043
H 25.810 -26.899 91.248 0.032
H 27.386 -28.561 91.715 0.053
H 27.299 -28.327 93.348 0.106
H 29.111 -27.098 92.016 0.021
```

Properties
relative energy (zero: lowest compared OMol25 entry of this formula, charge and spin) = 105.9 kcal per mole
HOMO level = -9.22 eV
E_LUMO = -0.317 eV
max |F| = 18.370 eV/A

***

The following is a quantum chemistry calculation of C21H25N5O4S2 in the gas phase at a distorted geometry, from the Open Molecules 2025 dataset.

```
57
Properties=species:S:1:pos:R:3:lowdin_charge:R:1
C 1.679 1.138 -3.786 -0.077
H 2.702 0.799 -3.976 0.099
O 1.217 0.704 -2.528 -0.138
C 1.908 1.093 -1.406 -0.249
C 1.428 0.590 -0.201 0.063
C 2.035 0.937 0.997 -0.182
C 3.126 1.806 0.987 -0.023
C 3.596 2.296 -0.214 -0.076
C 3.002 1.948 -1.416 -0.029
H 3.395 2.351 -2.336 0.101
H 4.444 2.964 -0.222 0.106
H 3.611 2.093 1.906 0.105
N 1.530 0.446 2.210 -0.006
C 0.835 -0.715 2.343 -0.444
O 0.789 -1.618 1.543 0.081
C 0.157 -0.724 3.704 -0.026
H 0.428 -1.626 4.251 0.131
H -0.920 -0.751 3.536 0.126
C 0.620 0.552 4.413 -0.169
C -0.509 1.368 5.006 -0.419
O -0.585 1.573 6.195 0.096
N -1.502 1.899 4.204 0.116
C -1.716 1.905 2.856 -0.580
N -1.017 1.311 1.960 0.040
N -1.426 1.510 0.719 -0.013
C -2.469 2.261 0.625 -0.935
S -3.200 2.705 -0.864 0.948
C -2.212 1.629 -1.938 -0.356
H -2.573 1.814 -2.951 0.089
H -1.165 1.910 -1.848 0.070
C -2.446 0.159 -1.560 -0.578
O -3.456 -0.209 -1.003 0.039
N -1.445 -0.639 -1.951 0.113
H -0.603 -0.242 -2.344 0.107
C -1.463 -2.071 -1.748 -0.299
H -2.148 -2.267 -0.917 0.156
C -1.930 -2.848 -2.985 -0.143
C -1.456 -4.264 -2.680 -0.194
H -1.407 -4.889 -3.571 0.103
H -2.143 -4.730 -1.974 0.110
C -0.079 -4.072 -2.026 -0.174
H 0.088 -4.810 -1.243 0.103
H 0.712 -4.195 -2.767 0.103
C -0.069 -2.639 -1.464 -0.127
H 0.169 -2.611 -0.404 0.087
H 0.674 -2.035 -1.987 0.107
H -3.006 -2.780 -3.136 0.114
H -1.425 -2.457 -3.871 0.117
S -3.073 2.834 2.178 1.057
H -2.192 2.407 4.748 0.148
H 1.240 0.289 5.274 0.149
C 1.483 1.301 3.377 -0.090
H 2.489 1.463 3.776 0.125
H 1.061 2.275 3.109 0.131
H 0.571 -0.058 -0.202 0.096
H 1.633 2.228 -3.878 0.097
H 1.011 0.689 -4.520 0.095
```

Properties
relative energy (zero: lowest compared OMol25 entry of this formula, charge and spin) = 33.8 kcal per mole
SMILES = COc1cccc(N2C[C@@H](C(=O)Nc3nnc(SCC(=O)NC4CCCC4)s3)CC2=O)c1
HOMO level = -8.52 eV
E_LUMO = 0.344 eV
max |F| = 1.895 eV/A

***

The following is a quantum chemistry calculation of C2H3N3 as an isolated structure at a distorted geometry, from the Open Molecules 2025 dataset.

```
8
Properties=species:S:1:pos:R:3:lowdin_charge:R:1
N -1.250 -0.129 0.283 0.013
C 0.326 1.004 0.059 -0.007
C 1.257 0.157 -0.108 -0.053
N 0.406 -1.554 -0.114 0.078
N -0.743 -1.281 0.036 -0.245
H -2.212 -0.089 -0.094 0.097
H -0.089 1.987 0.198 0.055
H 2.297 -0.098 -0.258 0.062
```

Properties
relative energy (zero: lowest compared OMol25 entry of this formula, charge and spin) = 102.9 kcal per mole
HOMO level = -9.77 eV
E_LUMO = 0.917 eV
max |F| = 1.754 eV/A

***

The following is a quantum chemistry calculation of an isolated ion of composition CH3N2O3S and charge +1 at a distorted geometry, from the Open Molecules 2025 dataset.

```
10
Properties=species:S:1:pos:R:3:lowdin_charge:R:1
C 0.115 2.176 -0.147 0.162
N -0.740 1.460 -0.387 0.047
N 0.605 -1.269 -0.555 -0.062
O -2.762 -0.029 0.776 -0.288
O 1.685 -0.621 -0.044 -0.008
O -0.607 -1.018 0.261 -0.370
S -1.920 -0.263 -0.311 1.110
H 0.915 2.842 0.074 0.117
H 0.722 -2.286 -0.477 0.154
H 1.986 -0.993 0.811 0.138
```

Properties
relative energy (zero: lowest compared OMol25 entry of this formula, charge and spin) = 51.6 kcal per mole
HOMO level = -15.40 eV
E_LUMO = -5.770 eV
total charge = +1
max |F| = 2.502 eV/A

***

The following is a quantum chemistry calculation of an isolated ion of composition C13H11N2 and charge +1 at a distorted geometry, from the Open Molecules 2025 dataset.

```
26
Properties=species:S:1:pos:R:3:mulliken_spin:R:1
C -4.498 -0.696 0.076 0.030
C 4.276 -0.365 0.353 -0.018
C -3.492 -1.565 -0.336 -0.013
C -4.130 0.614 0.461 -0.007
C 3.612 -1.601 0.196 0.046
C 3.605 0.857 0.225 0.042
C -2.150 -1.179 -0.333 0.037
C -2.805 1.045 0.410 0.069
C 2.261 -1.655 -0.046 -0.037
C 2.196 0.820 -0.022 0.036
C -1.761 0.191 -0.097 0.036
C 1.636 -0.450 0.012 0.825
C 1.293 2.033 -0.368 0.076
N -0.048 1.736 -0.330 0.439
N -0.484 0.625 -0.226 0.400
H -5.374 -1.057 0.383 0.001
H 5.278 -0.259 0.698 0.000
H -3.679 -2.608 -0.574 0.000
H -4.856 1.323 0.920 0.003
H 4.035 -2.537 0.483 0.009
H 4.282 1.693 0.113 0.012
H -1.460 -1.829 -0.770 0.000
H -2.623 2.075 0.525 -0.002
H 1.718 -2.549 -0.382 0.023
H 1.579 2.971 0.059 0.002
H 1.588 2.366 -1.428 -0.006
```

Properties
HOMO level (alpha / beta) = -11.73 / -12.57 eV
E_LUMO (alpha / beta) = -5.541 / -7.225 eV
total charge = +1
spin multiplicity = 3
⟨S²⟩ = 2.0132
max |F| = 4.759 eV/A

***

The following is a quantum chemistry calculation of C4H3GdO as an isolated structure at a distorted geometry, from the Open Molecules 2025 dataset.

```
9
Properties=species:S:1:pos:R:3:mulliken_spin:R:1
C -1.641 2.534 0.199 0.037
C -1.406 1.852 -0.781 -0.041
H -2.027 2.944 1.127 0.001
H -1.128 1.440 -1.745 -0.012
C 1.241 -3.128 -0.163 0.444
C 1.493 -2.035 0.323 0.534
O 1.498 -0.850 0.747 0.228
Gd 0.774 1.332 0.929 5.835
H 1.196 -4.090 -0.637 -0.026
```

Properties
relative energy (zero: lowest compared OMol25 entry of this formula, charge and spin) = 26.4 kcal per mole
HOMO level (alpha / beta) = -19.12 / -17.08 eV
E_LUMO (alpha / beta) = -9.650 / -11.370 eV
total charge = +2
spin multiplicity = 8
⟨S²⟩ = 16.7804
max |F| = 4.838 eV/A